{
  "formula": "C2H4Br2",
  "method": "wB97M-V/def2-TZVPD",
  "total_energy_ev": -142223.6301,
  "largest_force_ev_per_a": 2.35,
  "smiles": "BrCCBr",
  "e_lumo_ev": 0.5,
  "e_homo_ev": -10.3,
  "de_lowest_kj_mol": 33.2,
  "elements": ["Br", "C", "C", "Br", "H", "H", "H", "H"],
  "xyz": [[-22.46936, -1.85652, -8.31423], [-23.49434, -0.19603, -8.75514], [-23.05171, 0.80483, -7.76381], [-24.68401, 1.76066, -7.13035], [-24.53982, -0.50098, -8.70944], [-23.31519, 0.07924, -9.79449], [-22.31954, 1.56842, -8.02640], [-22.73744, 0.38290, -6.80918]]
}

---

{
  "formula": "C2H6N2O3S",
  "method": "wB97M-V/def2-TZVPD",
  "total_energy_ev": -22129.0282,
  "largest_force_ev_per_a": 3.93,
  "e_lumo_ev": 0.5,
  "e_homo_ev": -10.0,
  "de_lowest_kj_mol": 0.0,
  "elements": ["C", "C", "N", "N", "O", "O", "O", "S", "H", "H", "H", "H", "H", "H"],
  "xyz": [[0.13033, -0.22966, 0.16648], [-0.04990, 2.23114, 0.89176], [0.79556, -1.36055, 0.22275], [0.68878, 0.92069, 0.79167], [-1.46523, -2.78784, -1.16560], [-0.64950, -1.33459, -2.92064], [-0.93928, -0.11349, -0.42971], [-1.69249, -1.57836, -1.90975], [0.71533, 2.91775, 0.53426], [-0.45391, 2.28937, 1.90271], [-0.85842, 1.85555, 0.23076], [1.64671, -1.57054, 0.74500], [0.47930, -2.19532, -0.22120], [1.65273, 0.95585, 1.16152]]
}

---

{
  "formula": "HNO3S",
  "method": "wB97M-V/def2-TZVPD",
  "total_energy_ev": -18477.7551,
  "largest_force_ev_per_a": 3.20,
  "e_lumo_ev": [-1.8, -1.1],
  "e_homo_ev": [-9.6, -9.9],
  "de_lowest_kj_mol": 280.7,
  "elements": ["N", "O", "O", "O", "S", "H"],
  "xyz": [[-0.40976, 2.41238, -0.22438], [0.13037, 0.53803, -0.52825], [0.46224, 3.16831, -0.28524], [-1.24295, 2.35084, 0.61351], [-0.56315, -0.16713, 0.61050], [-0.79049, -1.59191, 0.07630]]
}